Record 1
Below is a single C22H27N3O3S molecule, with properties calculated with ωB97M-V/def2-TZVPD.

Computed properties:
* F_max: 0.55 eV/A
* HOMO: -8.565 eV
* energy: -44701.30007 eV
* energy relative to the best compared isomer or geometry (same formula, charge and spin): 177.07 kJ/mol
* orbital gap: 9.09 eV
* E_LUMO: 0.524 eV

Each line ends with the Löwdin charge.
CARTESIAN COORDINATES (ANGSTROEM)
C 9.70 -1.21 -1.15  -0.411
H 10.09 -2.13 -1.55  0.027
H 8.83 -0.88 -1.72  0.025
H 10.47 -0.44 -1.16  0.033
S 9.22 -1.55 0.57  0.782
C 8.57 0.09 1.07  -0.490
C 7.05 0.11 1.17  -0.253
H 6.72 -0.63 1.90  0.107
H 6.74 1.10 1.51  0.118
C 6.38 -0.17 -0.18  -0.210
N 4.94 -0.08 -0.10  0.060
C 4.26 0.99 -0.59  -0.456
O 4.82 1.90 -1.18  0.065
C 2.79 0.97 -0.36  -0.144
C 2.05 -0.20 -0.25  -0.027
C 0.68 -0.17 -0.06  -0.013
C 0.02 1.05 0.03  -0.251
C 0.76 2.23 -0.10  0.013
C 2.12 2.19 -0.30  -0.006
H 2.69 3.10 -0.41  0.121
H 0.23 3.17 -0.04  0.120
O -1.31 1.22 0.23  -0.009
C -2.18 0.11 0.32  -0.336
C -3.47 0.60 0.98  -0.091
H -3.26 0.98 1.97  0.126
H -3.87 1.42 0.38  0.131
C -4.49 -0.54 1.06  -0.137
N -4.74 -1.09 -0.25  -0.047
C -5.88 -0.94 -0.97  -0.424
O -5.96 -1.25 -2.14  0.079
C -7.08 -0.43 -0.23  -0.133
C -7.73 0.72 -0.65  -0.002
C -8.88 1.12 0.00  -0.051
C -9.34 0.34 1.06  -0.146
N -8.74 -0.77 1.46  0.067
C -7.64 -1.15 0.83  -0.106
H -7.20 -2.07 1.17  0.124
H -10.23 0.61 1.61  0.104
H -9.41 2.01 -0.30  0.103
H -7.34 1.28 -1.49  0.123
C -3.55 -1.58 -0.92  -0.124
C -2.51 -0.47 -1.06  -0.092
H -1.61 -0.87 -1.54  0.116
H -2.90 0.33 -1.69  0.136
H -3.85 -1.95 -1.90  0.125
H -3.14 -2.41 -0.33  0.134
H -5.42 -0.17 1.49  0.118
H -4.10 -1.33 1.70  0.134
H -1.73 -0.67 0.96  0.152
H 0.15 -1.10 0.01  0.105
H 2.53 -1.17 -0.34  0.112
H 4.47 -0.73 0.50  0.131
H 6.65 -1.18 -0.52  0.105
H 6.69 0.56 -0.92  0.122
H 8.93 0.81 0.35  0.078
H 9.01 0.30 2.05  0.066

Record 2
Below is 8 unconnected molecules or ions with the total composition C30H83N7O8 at a distorted geometry, with properties calculated with ωB97M-V/def2-TZVPD.

Computed properties:
* 2S+1: 2
* F_max: 3.36 eV/A
* HOMO (spin up / spin down): 0.760 / -6.741 eV
* energy: -59258.83896 eV
* energy relative to the best compared isomer or geometry (same formula, charge and spin): 0.00 kJ/mol
* net charge: -1
* orbital gap (spin up / spin down): 1.46 / 8.87 eV
* E_LUMO (spin up / spin down): 2.223 / 2.133 eV

Each line ends with the Löwdin charge.
CARTESIAN COORDINATES (ANGSTROEM)
C -0.78 -0.20 0.05  -0.054
C 0.34 0.90 -0.15  -0.292
O 0.80 1.48 1.05  -0.127
H -0.44 -0.99 0.71  0.066
H -0.99 -0.72 -0.89  0.039
H -1.68 0.34 0.36  0.053
H -0.06 1.76 -0.70  0.082
H 1.16 0.52 -0.75  0.089
H 0.04 1.85 1.51  0.009
C -1.49 -2.86 -2.96  -0.105
C -3.05 -2.78 -2.91  -0.410
C -3.50 -2.17 -1.58  -0.223
O -3.17 -2.97 -0.47  -0.193
C -3.53 -2.51 0.84  -0.075
N -3.44 -2.08 -4.12  0.013
H -1.10 -1.86 -2.80  0.044
H -1.15 -3.06 -3.97  0.059
H -1.07 -3.53 -2.20  0.065
H -3.39 -3.81 -3.03  0.132
H -4.59 -2.11 -1.63  0.114
H -3.20 -1.15 -1.37  0.094
H -3.69 -3.34 1.52  0.076
H -4.49 -2.02 0.67  0.080
H -2.82 -1.80 1.27  0.071
H -3.12 -2.45 -5.00  0.059
H -3.01 -1.17 -4.09  0.030
C 0.07 5.17 -7.42  -0.070
C -0.52 5.15 -5.97  -0.456
C 0.37 4.40 -4.98  -0.223
O -0.31 4.52 -3.69  -0.208
C 0.57 4.33 -2.62  -0.185
N -0.79 6.51 -5.48  0.017
H 0.18 4.09 -7.56  0.059
H 0.99 5.73 -7.59  0.068
H -0.68 5.46 -8.15  0.064
H -1.54 4.77 -6.06  0.125
H 1.37 4.83 -5.00  0.117
H 0.38 3.39 -5.39  0.096
H 1.58 4.71 -2.79  0.070
H 0.67 3.28 -2.33  0.068
H 0.09 4.94 -1.85  0.064
H -1.44 6.32 -4.72  0.050
H 0.07 6.95 -5.19  0.060
C -2.61 -4.72 4.84  -0.063
C -1.53 -4.69 3.72  -0.426
C -0.45 -3.64 3.90  -0.226
O -0.83 -2.34 3.57  -0.175
C 0.14 -1.41 3.88  -0.129
N -0.99 -6.02 3.59  0.030
H -3.53 -5.27 4.66  0.070
H -2.84 -3.67 5.03  0.071
H -2.25 -5.12 5.79  0.065
H -2.16 -4.45 2.87  0.121
H 0.41 -3.96 3.30  0.118
H -0.13 -3.66 4.94  0.122
H 0.67 -1.58 4.82  0.085
H -0.15 -0.36 3.84  0.072
H 0.88 -1.62 3.10  0.073
H -0.46 -6.19 2.75  0.063
H -0.35 -6.26 4.34  0.067
C 2.27 -2.60 -1.59  -0.065
C 3.09 -3.88 -1.11  -0.434
C 2.11 -4.99 -0.66  -0.192
O 2.80 -6.22 -0.40  -0.216
C 3.58 -6.34 0.85  -0.069
N 3.91 -4.29 -2.19  0.043
H 1.67 -2.77 -2.49  0.060
H 2.99 -1.82 -1.82  0.044
H 1.54 -2.08 -0.97  0.057
H 3.73 -3.52 -0.31  0.104
H 1.47 -5.10 -1.54  0.117
H 1.49 -4.67 0.17  0.115
H 3.00 -5.83 1.62  0.076
H 4.60 -5.97 0.77  0.069
H 3.69 -7.41 1.05  0.076
H 4.52 -5.00 -1.81  0.067
H 3.37 -4.80 -2.87  0.079
C -0.25 2.61 4.69  -0.079
C -0.62 3.38 3.45  -0.402
C 0.59 4.13 2.79  -0.231
O 1.03 5.20 3.50  -0.175
C 2.25 5.06 4.12  -0.129
N -1.40 2.59 2.52  0.057
H -1.11 2.14 5.16  0.076
H 0.42 3.17 5.33  0.070
H 0.28 1.67 4.51  0.056
H -1.29 4.09 3.95  0.127
H 0.21 4.52 1.85  0.114
H 1.39 3.50 2.40  0.114
H 2.92 4.35 3.63  0.086
H 2.04 4.59 5.08  0.070
H 2.67 6.06 4.22  0.091
H -1.82 3.11 1.76  0.056
H -2.16 2.10 2.98  0.088
C 4.58 0.85 0.76  -0.071
C 4.16 -0.61 0.70  -0.465
C 5.28 -1.57 1.21  -0.172
O 6.49 -1.45 0.41  -0.203
C 6.43 -2.16 -0.86  -0.085
N 3.03 -0.77 1.55  0.042
H 3.82 1.55 0.41  0.069
H 5.41 0.82 0.05  0.072
H 4.83 1.16 1.77  0.079
H 3.79 -0.86 -0.29  0.096
H 5.00 -2.62 1.33  0.102
H 5.49 -1.36 2.26  0.115
H 5.58 -1.75 -1.41  0.073
H 6.22 -3.23 -0.77  0.063
H 7.38 -2.11 -1.38  0.084
H 3.41 -0.68 2.48  0.064
H 2.27 -0.10 1.48  0.042
C -5.42 1.00 -1.29  -0.073
C -4.72 1.75 -0.19  -0.478
C -3.72 2.72 -0.78  -0.242
O -3.05 3.56 0.13  -0.216
C -2.55 4.78 -0.43  -0.115
N -5.67 2.47 0.60  0.036
H -5.97 1.69 -1.93  0.078
H -6.21 0.34 -0.94  0.082
H -4.56 0.54 -1.79  0.059
H -4.17 1.07 0.46  0.131
H -4.16 3.34 -1.55  0.116
H -3.05 2.15 -1.42  0.108
H -1.84 4.50 -1.21  0.059
H -1.95 5.45 0.17  0.077
H -3.32 5.38 -0.91  0.079
H -6.22 3.16 0.11  0.072
H -5.07 3.10 1.11  0.056

Record 3
Below is 2 unconnected molecules or ions with the total composition C19H32O7, with properties calculated with ωB97M-V/def2-TZVPD.

Computed properties:
* F_max: 0.47 eV/A
* HOMO: -9.041 eV
* energy: -34552.54651 eV
* orbital gap: 7.81 eV
* E_LUMO: -1.233 eV

Each line ends with the Löwdin charge.
CARTESIAN COORDINATES (ANGSTROEM)
C 2.43 -3.99 3.18  -0.112
C 1.04 -4.26 2.59  -0.252
C 0.03 -3.16 2.95  -0.181
C -0.68 -2.60 1.73  -0.174
O -1.29 -1.33 2.02  0.005
C -0.89 -0.24 1.36  -0.131
C -1.78 0.68 0.96  -0.158
O -3.10 0.56 1.24  0.000
C -3.99 0.48 0.13  -0.119
C -3.47 -0.44 -0.97  -0.199
O -4.56 -0.73 -1.82  -0.140
C -4.51 -2.03 -2.38  -0.275
C -3.39 -2.22 -3.38  -0.079
C -1.33 1.93 0.29  -0.252
O -2.13 2.81 0.02  0.136
C 0.12 2.10 -0.06  -0.084
C 0.42 3.33 -0.87  -0.100
C 0.38 4.63 -0.04  -0.208
O 1.58 5.36 -0.29  -0.078
C 1.02 1.22 0.38  -0.082
C 2.50 1.28 0.14  -0.131
C 3.00 0.17 -0.80  -0.230
C 3.84 0.72 -1.95  -0.107
C 0.57 0.05 1.20  -0.234
O 1.39 -0.67 1.73  0.130
H 2.40 -4.04 4.27  0.075
H 3.16 -4.73 2.83  0.068
H 2.78 -3.00 2.89  0.067
H 1.13 -4.34 1.50  0.102
H 0.68 -5.23 2.94  0.102
H 0.54 -2.32 3.44  0.106
H -0.72 -3.53 3.65  0.116
H 0.01 -2.50 0.89  0.119
H -1.50 -3.25 1.42  0.131
H -4.19 1.48 -0.25  0.124
H -4.92 0.05 0.51  0.136
H -2.67 0.05 -1.54  0.133
H -3.06 -1.35 -0.52  0.133
H -5.48 -2.17 -2.87  0.119
H -4.44 -2.78 -1.58  0.118
H -2.41 -2.18 -2.90  0.068
H -3.43 -1.45 -4.15  0.081
H -3.48 -3.20 -3.86  0.076
H 1.41 3.25 -1.31  0.099
H -0.31 3.39 -1.68  0.126
H -0.48 5.23 -0.32  0.118
H 0.30 4.40 1.02  0.128
H 1.94 5.68 0.54  0.091
H 2.99 1.19 1.11  0.125
H 2.77 2.26 -0.26  0.096
H 2.15 -0.38 -1.22  0.111
H 3.58 -0.56 -0.23  0.107
H 4.78 1.15 -1.57  0.079
H 4.10 -0.06 -2.67  0.071
H 3.31 1.51 -2.48  0.065
O 4.33 4.64 -1.55  -0.062
H 3.96 4.09 -2.25  0.022
H 3.56 5.04 -1.13  0.000

Record 4
Below is a gas-phase ion, C3H7NO3 (charge -1) at a distorted geometry, with properties calculated with ωB97M-V/def2-TZVPD.

Computed properties:
* 2S+1: 2
* F_max: 2.48 eV/A
* HOMO (spin up / spin down): 0.489 / -3.698 eV
* energy: -10855.19758 eV
* energy relative to the best compared isomer or geometry (same formula, charge and spin): 199.61 kJ/mol
* net charge: -1
* orbital gap (spin up / spin down): 3.32 / 7.43 eV
* E_LUMO (spin up / spin down): 3.809 / 3.729 eV

Each line ends with the Löwdin charge.
CARTESIAN COORDINATES (ANGSTROEM)
O 0.16 0.69 -1.96  -0.173
C -0.53 0.62 -0.87  -0.602
O -1.96 0.51 -0.85  -0.075
C 0.14 0.24 0.38  -0.373
C 0.56 -1.29 0.50  -0.203
O 1.98 -1.35 0.80  -0.105
N -0.27 0.83 1.65  0.023
H -2.30 1.37 -1.08  0.054
H 1.16 0.61 0.23  0.122
H 0.41 -1.76 -0.46  0.102
H -0.01 -1.66 1.35  0.093
H 2.19 -2.26 0.96  0.048
H -1.23 0.64 1.89  0.046
H 0.35 0.59 2.41  0.044